Below is a molecular structure, C34H70BrCuN4O4Si2, with properties calculated with the ωB97M-V functional and the def2-TZVPD basis.

```
116
Properties=species:S:1:pos:R:3:nbo_charge:R:1
Cu 1.695 0.673 -0.174 0.55
C 6.429 -1.510 -1.083 -0.65
C 5.788 -0.184 -1.309 0.37
N 4.543 -0.003 -1.688 -0.49
C 4.354 1.350 -1.768 0.00
C 5.529 1.995 -1.446 -0.02
N 6.418 0.998 -1.148 -0.49
C 5.970 3.403 -1.330 0.77
O 5.128 4.324 -1.728 -0.67
O 7.078 3.645 -0.899 -0.62
C 3.030 1.969 -2.109 0.79
O 3.036 3.148 -2.497 -0.68
O 1.975 1.267 -1.956 -0.83
H 5.681 -2.197 -0.691 0.24
H 7.243 -1.420 -0.365 0.22
H 6.829 -1.914 -2.015 0.22
H 7.358 1.186 -0.837 0.44
H 4.283 3.914 -2.114 0.51
C -4.228 -0.137 1.554 -0.61
C -4.869 0.797 0.515 -0.59
C -6.394 0.634 0.609 -0.61
C -4.511 2.232 0.933 -0.61
Si -4.228 0.461 -1.275 1.95
Br -1.970 0.333 -1.077 -0.39
C -4.524 1.913 -2.510 -0.59
C -5.982 2.394 -2.452 -0.61
C -4.229 1.483 -3.954 -0.61
C -3.595 3.100 -2.210 -0.61
C -4.636 -1.312 -1.971 -0.58
C -4.326 -2.368 -0.899 -0.61
C -6.117 -1.434 -2.359 -0.61
C -3.795 -1.659 -3.211 -0.62
H -4.453 0.241 2.555 0.21
H -3.144 -0.182 1.456 0.23
H -4.626 -1.149 1.495 0.20
H -6.716 0.837 1.635 0.21
H -6.710 -0.380 0.360 0.20
H -6.924 1.326 -0.047 0.21
H -4.793 2.382 1.979 0.21
H -5.049 2.977 0.346 0.20
H -3.438 2.418 0.851 0.23
H -6.687 1.580 -2.639 0.21
H -6.143 3.160 -3.216 0.21
H -6.223 2.842 -1.487 0.21
H -4.954 0.752 -4.314 0.20
H -3.224 1.068 -4.050 0.22
H -4.291 2.358 -4.607 0.21
H -3.715 3.486 -1.200 0.22
H -3.822 3.913 -2.907 0.21
H -2.548 2.830 -2.347 0.23
H -5.046 -2.325 -0.083 0.21
H -3.323 -2.244 -0.486 0.22
H -4.392 -3.369 -1.339 0.20
H -6.776 -1.268 -1.507 0.21
H -6.318 -2.440 -2.741 0.21
H -6.386 -0.721 -3.141 0.21
H -2.735 -1.458 -3.054 0.21
H -4.122 -1.106 -4.088 0.22
H -3.912 -2.725 -3.436 0.19
C 0.331 -0.289 4.543 -0.62
C 0.200 0.024 3.049 -0.51
C -0.557 -1.140 2.388 -0.62
C -0.709 1.250 2.892 -0.61
Si 1.891 0.351 2.072 0.98
C 3.178 -1.058 2.594 -0.49
C 2.514 -2.437 2.476 -0.61
C 4.333 -1.068 1.579 -0.63
C 3.769 -0.932 4.001 -0.62
C 2.631 2.095 2.644 -0.50
C 4.106 2.214 2.239 -0.61
C 2.518 2.426 4.137 -0.61
C 1.901 3.193 1.848 -0.61
H -0.664 -0.341 5.004 0.19
H 0.901 0.477 5.068 0.21
H 0.819 -1.252 4.706 0.20
H -1.561 -1.228 2.821 0.19
H -0.052 -2.095 2.534 0.20
H -0.662 -0.966 1.313 0.20
H -1.703 1.041 3.307 0.19
H -0.831 1.508 1.835 0.21
H -0.314 2.119 3.419 0.21
H 2.003 -2.534 1.512 0.19
H 1.796 -2.608 3.278 0.20
H 3.270 -3.230 2.540 0.19
H 3.948 -1.180 0.562 0.22
H 5.011 -1.906 1.789 0.18
H 4.920 -0.151 1.618 0.21
H 2.990 -0.917 4.764 0.21
H 4.360 -0.022 4.103 0.21
H 4.433 -1.780 4.211 0.19
H 4.761 1.606 2.865 0.20
H 4.436 3.255 2.338 0.20
H 4.255 1.920 1.195 0.20
H 2.969 1.650 4.758 0.20
H 1.477 2.541 4.440 0.20
H 3.033 3.370 4.349 0.20
H 2.122 3.107 0.780 0.21
H 2.233 4.184 2.178 0.20
H 0.819 3.142 1.964 0.21
N 0.746 -4.361 -2.562 -0.50
C 2.126 -3.915 -2.966 -0.23
C 2.142 -2.394 -2.922 -0.25
N 1.822 -2.006 -1.571 -0.64
C 0.463 -2.348 -1.218 -0.26
C 0.378 -3.865 -1.191 -0.23
H 0.667 -5.374 -2.614 0.43
H 0.084 -3.941 -3.219 0.43
H 2.352 -4.314 -3.954 0.22
H 2.830 -4.308 -2.235 0.23
H 1.424 -2.012 -3.673 0.17
H 3.130 -2.005 -3.153 0.26
H 2.017 -1.014 -1.393 0.42
H -0.288 -1.943 -1.920 0.18
H 0.243 -1.946 -0.228 0.27
H -0.616 -4.230 -0.937 0.23
H 1.110 -4.248 -0.482 0.23
```

Calculated values
DFT total energy, Ha: -6651.09141
LUMO level, eV: -1.04
HOMO level, eV: -7.0
Multiplicity: 1
Kohn-Sham gap, eV: 5.93